No. 1
A single C3H8NO2PS2 molecule, computed with wB97M-V/def2-TZVPD.

Results
**Structure (SMILES)**: OP(O)(=S)N1CCSC1
**E_HOMO**: -0.32133 hartree
**Electronic energy**: -39786.4607 eV
**Energy relative to the best compared isomer or geometry (same formula, charge and spin)**: 0.0 kcal/mol

Last column: Löwdin charge in e.
CARTESIAN COORDINATES (ANGSTROEM)
C1 0.5894 1.1329 0.6412  -0.23
C2 -0.8228 1.0984 1.2688  -0.41
C3 -0.5916 0.7687 -1.3943  -0.46
N1 0.4947 0.2771 -0.5438  -0.28
O1 -0.3343 -1.8638 0.8212  -0.20
O2 1.9937 -1.5805 0.1506  -0.13
P1 0.5073 -1.3635 -0.4446  0.18
S1 -0.1114 -2.4986 -1.9448  0.27
S2 -1.9563 1.2824 -0.2141  0.82
H1 0.8756 2.2795 0.3680  0.18
H2 1.1930 0.8050 1.3972  0.08
H3 -0.9223 0.2126 1.7677  0.02
H4 -1.0079 1.9098 1.8424  0.03
H5 -0.5351 1.6731 -1.9022  0.04
H6 -1.1421 0.0271 -1.9648  0.02
H7 -0.8833 -2.6276 0.6114  0.06
H8 2.6535 -1.5327 -0.4598  0.02


No. 2
3 unconnected molecules or ions with the total composition C29H37BClF2N3O2P2S, computed with wB97M-V/def2-TZVPD.

Results
**Structure (SMILES)**: CCOc1c([PH2]=S)c(P(CC)CC)cc2nc(C[C@@H](C)Cl)c(B(N)O)nc12.Fc1ccccc1.Fc1ccccc1
**E_HOMO**: -0.27969 hartree
**Electronic energy**: -87286.9532 eV

Last column: Löwdin charge in e.
CARTESIAN COORDINATES (ANGSTROEM)
C1 2.6025 -3.6753 3.8202  -0.06
C2 2.1693 -3.5577 2.3757  -0.22
O1 3.2854 -3.0793 1.5745  -0.10
C3 3.0034 -1.9822 0.8229  -0.25
C4 3.5566 -0.7588 1.1302  -0.31
P1 4.6851 -0.5718 2.5368  0.36
S1 6.2271 -1.7734 2.5630  0.10
C5 3.2678 0.3836 0.2980  -0.36
P2 4.0043 2.0192 0.5865  0.95
C6 3.9506 2.9589 -0.9894  -0.41
C7 4.6523 2.1056 -2.0878  -0.16
C8 3.0399 2.8945 1.8690  -0.41
C9 1.5128 2.9854 1.6652  -0.14
C10 2.4254 0.2084 -0.7812  -0.03
C11 1.8731 -1.0442 -1.1108  -0.18
N1 1.0652 -1.1485 -2.1986  0.20
C12 0.6057 -2.3404 -2.4687  -0.24
C13 -0.2621 -2.4640 -3.6970  -0.16
C14 -1.3947 -1.4267 -3.7778  -0.72
C15 -2.2198 -1.3153 -2.5030  -0.12
Cl1 -0.8435 0.1614 -4.3943  0.60
C16 0.9264 -3.4722 -1.6645  -0.08
B1 0.4237 -4.9417 -2.0142  -0.57
N2 0.7225 -5.5447 -3.3002  0.17
O2 -0.2811 -5.6187 -1.0635  0.16
N3 1.6726 -3.3941 -0.5874  0.22
C17 2.1557 -2.1557 -0.3158  -0.12
H1 3.3345 -4.4695 3.9128  0.08
H2 3.0475 -2.7409 4.1380  0.05
H3 1.7276 -3.8880 4.4285  0.08
H4 1.3467 -2.8543 2.2649  0.12
H5 1.8702 -4.5151 1.9625  0.11
H6 3.9384 -0.7053 3.7200  -0.03
H7 5.1021 0.7615 2.5109  -0.07
H8 4.4995 3.8862 -0.8939  0.07
H9 2.9178 3.1365 -1.2901  0.06
H10 3.8857 1.6901 -2.7335  0.06
H11 5.1589 1.2540 -1.6421  0.05
H12 5.3270 2.7078 -2.6807  0.06
H13 3.4381 3.9084 1.8664  0.07
H14 3.2612 2.4922 2.8540  0.06
H15 1.2615 3.1235 0.6186  0.06
H16 1.0277 2.1142 2.0929  0.07
H17 1.1543 3.8406 2.2213  0.04
H18 2.1777 1.0476 -1.4132  0.10
H19 0.3901 -2.2805 -4.5482  0.12
H20 -0.7473 -3.4343 -3.7495  0.11
H21 -2.0545 -1.7990 -4.5520  0.08
H22 -3.0684 -1.9905 -2.5748  0.07
H23 -2.6496 -0.3233 -2.4493  0.06
H24 -1.6693 -1.5450 -1.5973  0.08
H25 1.1896 -4.8896 -3.9158  0.07
H26 1.3551 -6.3357 -3.2365  0.09
H27 -0.1977 -6.5691 -1.1912  0.10
F1 -4.3736 -0.4155 -4.3080  0.05
C18 -5.6644 -0.7190 -4.0589  -0.28
C19 -6.0628 -0.9329 -2.7545  -0.02
C20 -7.3921 -1.2419 -2.5050  -0.08
C21 -8.2956 -1.3399 -3.5540  -0.10
C22 -7.8707 -1.1237 -4.8576  -0.08
C23 -6.5456 -0.8062 -5.1172  -0.02
H28 -5.3417 -0.8571 -1.9518  0.11
H29 -7.7221 -1.4063 -1.4883  0.11
H30 -9.3303 -1.5840 -3.3550  0.10
H31 -8.5725 -1.2025 -5.6767  0.10
H32 -6.1949 -0.6266 -6.1246  0.12
F2 0.1215 3.7161 4.2377  0.04
C24 -0.6289 4.6605 4.8445  -0.28
C25 -1.9731 4.7399 4.5436  -0.02
C26 -2.7407 5.7100 5.1711  -0.08
C27 -2.1571 6.5850 6.0771  -0.10
C28 -0.8019 6.4879 6.3606  -0.08
C29 -0.0273 5.5160 5.7445  -0.02
H33 -2.4057 4.0521 3.8294  0.12
H34 -3.7971 5.7823 4.9514  0.10
H35 -2.7588 7.3419 6.5617  0.10
H36 -0.3446 7.1708 7.0635  0.10
H37 1.0291 5.4182 5.9563  0.12


No. 3
2 unconnected molecules or ions with the total composition C8H11N2O4, computed with wB97M-V/def2-TZVPD.

Results
**Charge**: -1
**E_HOMO (alpha / beta)**: -0.09222 / -0.09226 hartree
**Electronic energy**: -19638.6663 eV
**Energy relative to the best compared isomer or geometry (same formula, charge and spin)**: 162.4 kcal/mol

Last column: Löwdin charge in e.
CARTESIAN COORDINATES (ANGSTROEM)
C1 -0.8397 1.8592 0.5691  -0.14
C2 -1.1690 3.2154 0.3894  -0.21
C3 -1.1143 1.0826 1.6059  -0.09
C4 0.1348 -0.8931 -0.7067  -0.19
C5 0.4359 -2.5608 1.5878  -0.69
C6 -1.4061 0.2263 2.4769  -0.01
C7 -0.6361 3.9299 -0.5777  -0.01
C8 1.5184 -0.6535 -1.0288  -0.12
N1 -0.2195 -1.7412 0.1884  0.14
N2 1.9172 -1.6661 -2.2389  -0.34
O1 -0.4666 -2.5840 2.3302  0.04
O2 1.5855 -2.8513 1.4861  0.07
O3 1.6165 -3.0105 -1.8932  -0.08
O4 1.3607 -1.3398 -3.3717  -0.30
H1 -0.1805 1.3672 -0.0911  0.07
H2 -1.5234 3.8872 1.2559  0.13
H3 -0.5715 -0.4777 -1.3289  0.11
H4 -0.8545 -0.0762 3.3325  0.06
H5 -2.2897 -0.4436 2.3502  0.09
H6 -0.3559 3.4405 -1.4987  0.07
H7 -0.7097 4.9481 -0.5988  0.01
H8 2.2852 -0.8965 -0.3244  0.09
H9 1.6669 0.3463 -1.5007  0.11
H10 -1.2440 -1.8943 0.2392  0.12
H11 1.0595 -3.2142 -2.6519  0.06